(1)
{
  "formula": "C19H21N3O2",
  "method": "ωB97M-V/def2-TZVPD",
  "lumo_ev": 0.60,
  "largest_force_ev_per_a": 17.52,
  "e_above_lowest_ev": 19.520,
  "species": ["H", "H", "H", "N", "H", "C", "C", "N", "C", "H", "C", "C", "H", "H", "C", "C", "H", "H", "H", "O", "C", "H", "C", "H", "C", "C", "C", "N", "H", "H", "C", "H", "H", "C", "C", "H", "C", "C", "H", "C", "C", "H", "H", "H", "O"],
  "coordinates": [[-6.3586, -2.1000, 0.7851], [-7.3578, -2.7974, -1.1975], [-4.0136, -1.5986, 0.6237], [-1.9428, 0.0868, 0.3946], [4.0713, 2.5411, -1.9007], [-6.5539, -1.5599, 0.0120], [0.8126, -1.0824, 0.9119], [4.6945, 0.4239, 0.7053], [-6.7210, -1.9910, -1.1412], [-1.9353, -0.8020, 0.9744], [-3.2828, 0.4798, 0.1465], [6.2322, -0.8140, -0.6429], [4.3207, 0.1051, 2.5212], [2.5459, -2.0247, 1.5412], [0.3712, 0.0962, 0.9632], [3.9220, 2.1287, -0.9111], [3.7952, 1.6680, 2.1379], [2.9289, 2.2296, -0.7225], [-7.5828, -1.1297, 0.5459], [-0.7774, 1.9337, 0.4050], [-4.3114, -0.6747, 0.5130], [-5.2690, 2.8487, -0.6347], [3.8778, 0.6937, 1.7133], [6.9437, -2.1967, -2.0244], [-4.9505, 1.9770, -0.2871], [-5.9979, 1.2203, -0.1787], [4.7884, 1.2337, -0.8775], [5.6478, -0.4932, 0.4981], [6.0761, 0.7551, -2.3857], [-7.0535, -1.2637, -1.9537], [2.4745, 0.0189, 1.2961], [4.2259, 3.0694, -0.3721], [-5.6746, -2.3108, -1.6200], [-5.6163, -0.3660, 0.1701], [-3.7051, 1.7808, -0.1430], [-2.8942, 2.6258, -0.0702], [7.1868, -1.6600, -0.8911], [-0.8946, 0.8687, 0.6840], [-7.0848, 1.3415, -0.4785], [5.8221, 0.4637, -1.4272], [2.0474, -1.2213, 1.4174], [0.1330, -2.1004, 0.9831], [8.2468, -1.1623, -1.1330], [7.4114, -2.2123, -0.2327], [1.4015, 0.9706, 1.2825]],
  "nbo_charge": [0.217, 0.220, 0.188, -0.609, 0.245, -0.445, -0.239, -0.238, -0.580, 0.392, 0.228, 0.101, 0.238, 0.223, 0.135, -0.733, 0.222, 0.273, 0.167, -0.527, -0.299, 0.211, -0.268, 0.201, -0.264, -0.190, 0.192, -0.218, 0.207, 0.213, 0.330, 0.232, 0.189, 0.095, -0.287, 0.260, -0.560, 0.657, 0.223, -0.286, -0.319, 0.205, 0.209, 0.202, -0.411]
}

(2)
{
  "formula": "C19H21N3O3S2",
  "method": "ωB97M-V/def2-TZVPD",
  "lumo_ev": -0.19,
  "largest_force_ev_per_a": 17.94,
  "e_above_lowest_ev": 16.848,
  "smiles": "Cc1nc2ccc(S(=O)(=O)N(C)CC(=O)N[C@H](C)c3ccccc3)cc2s1",
  "species": ["O", "C", "H", "C", "C", "H", "H", "C", "N", "H", "S", "C", "H", "N", "H", "H", "C", "C", "H", "H", "H", "O", "C", "H", "C", "C", "H", "C", "H", "H", "H", "O", "N", "C", "C", "H", "C", "H", "H", "C", "S", "H", "H", "H", "C", "C", "C", "C"],
  "coordinates": [[-0.7066, 0.9088, -1.1602], [-4.2797, -1.1244, -2.3231], [-3.8594, -2.2018, -2.5853], [-0.7717, 0.4141, 1.7994], [3.9568, -0.2049, -0.1398], [-5.8399, 3.6855, 1.2793], [8.3273, 1.2247, 0.5261], [7.8584, 0.3590, 0.6385], [-2.8268, -1.3002, -0.6516], [1.2183, 2.1736, -0.8851], [5.4702, -1.1921, 0.3274], [-1.0278, -1.8720, 1.2067], [-7.2751, 1.4777, 1.2325], [-0.3030, -0.6915, 0.7308], [-0.9459, -2.1384, 2.2779], [-2.9269, 1.0851, -0.8301], [2.0093, 1.5466, -0.6068], [1.6686, 0.1581, -0.3574], [8.1649, -0.1095, 1.5326], [-0.6231, -2.6604, 0.3127], [-3.7131, 3.2743, 0.1369], [0.0828, -1.6666, -1.6073], [4.4031, 1.1096, -0.1997], [-2.0075, -1.2909, -1.0944], [-4.6295, 0.2898, -0.2680], [-5.9810, 0.1781, 0.5021], [-0.5868, 0.1416, 2.8045], [-4.3397, 2.4391, 0.0789], [-3.7552, -0.3115, -2.4904], [3.5220, 3.1742, -0.6560], [2.3690, -1.5026, -0.1158], [-3.3894, -1.9481, 1.9044], [5.8267, 1.5044, 0.0000], [3.3859, 1.8961, -0.6363], [-4.1818, -1.3716, -0.8188], [-4.9194, -2.0341, -0.3859], [-5.5318, 2.6556, 0.7766], [-6.5214, -0.6475, 0.7397], [8.3968, -0.3828, -0.1311], [2.6873, -0.6444, -0.3406], [-0.0304, -0.1773, -0.8236], [-5.3967, -0.8447, -2.5675], [-1.6459, 0.8220, 1.4534], [-0.0386, 1.1331, 1.4624], [-3.8403, 1.3043, -0.3074], [-2.5174, -1.6890, 0.9084], [-6.3054, 1.3776, 0.9886], [6.5072, 0.3627, 0.2895]],
  "nbo_charge": [-0.891, -0.593, 0.214, -0.408, -0.093, 0.230, 0.245, -0.683, -0.684, 0.228, 0.249, -0.357, 0.189, -0.715, 0.256, 0.226, -0.216, -0.252, 0.252, 0.272, 0.197, -0.899, 0.067, 0.409, 0.096, -0.235, 0.229, -0.213, 0.194, 0.227, 0.228, -0.600, -0.418, -0.174, -0.032, 0.229, -0.229, 0.213, 0.237, -0.238, 2.254, 0.217, 0.218, 0.202, -0.323, 0.681, -0.196, 0.190]
}

(3)
{
  "formula": "C19H21N3O4",
  "method": "ωB97M-V/def2-TZVPD",
  "lumo_ev": -1.87,
  "largest_force_ev_per_a": 3.20,
  "e_above_lowest_ev": 9.940,
  "species": ["C", "H", "C", "H", "O", "H", "C", "H", "C", "C", "O", "H", "C", "N", "H", "H", "H", "N", "C", "O", "H", "H", "H", "O", "H", "C", "C", "C", "C", "C", "C", "C", "C", "C", "H", "H", "H", "H", "H", "C", "H", "H", "H", "H", "C", "C", "N"],
  "coordinates": [[2.2292, -2.5919, -2.6397], [2.0653, -2.9580, 0.2758], [-3.9036, -1.4508, -1.6981], [1.0822, -0.6573, -0.9152], [-0.4337, -2.3325, 3.5108], [-2.4263, 2.1030, 3.0942], [-1.0307, 3.5680, 2.3181], [2.9720, -4.2775, -1.5073], [0.8471, 1.4748, 2.3730], [2.0139, -3.7983, -1.7279], [2.7265, 4.1989, 1.0126], [0.6180, 4.7828, 1.5711], [0.9756, -1.7320, -2.7875], [0.1992, -2.5317, -0.5808], [1.5565, 0.6554, 2.4177], [0.9656, -4.3475, 0.0856], [3.0334, -1.9779, -2.2170], [-0.0018, -1.1635, 3.2185], [-3.0826, -2.1087, 0.9029], [3.3817, 2.1277, 1.3489], [-0.5616, -0.8198, -1.5664], [0.2127, -2.2591, -3.3732], [-1.8740, -0.3052, 3.5471], [1.2282, -1.0146, 2.9381], [-5.7327, -0.7571, -0.7533], [0.2837, 3.8028, 1.9068], [-0.8565, -0.1025, 3.2139], [-0.8840, -2.7653, 0.1347], [-4.3420, -1.5801, 0.7015], [0.3902, -1.3437, -1.4365], [-0.4657, 1.2096, 2.7913], [-1.4037, 2.3009, 2.7587], [-2.1962, -2.3061, -0.1839], [-4.7504, -1.2132, -0.5958], [-2.7112, -2.3575, 1.9024], [1.3997, -4.5548, -2.2311], [-5.0254, -1.4524, 1.5503], [-4.2158, -1.1589, -2.7061], [1.2146, -0.8231, -3.3485], [-2.6623, -2.0567, -1.5028], [-0.7591, -3.3916, 1.0238], [-1.7468, 4.3959, 2.2814], [2.5630, -2.9314, -3.6254], [-2.0353, -2.3231, -2.3586], [1.3452, -3.4397, -0.4063], [1.2120, 2.7522, 1.9170], [2.5111, 3.0232, 1.4038]],
  "nbo_charge": [-0.405, 0.241, -0.246, 0.242, -0.597, 0.205, -0.225, 0.237, -0.246, -0.411, -0.406, 0.243, -0.410, -0.273, 0.296, 0.224, 0.213, 0.435, -0.119, -0.382, 0.238, 0.198, 0.199, -0.558, 0.228, -0.235, -0.242, 0.289, -0.219, -0.237, -0.053, -0.190, -0.203, -0.144, 0.259, 0.203, 0.235, 0.230, 0.235, -0.098, 0.257, 0.216, 0.226, 0.206, -0.226, 0.078, 0.490]
}

(4)
{
  "formula": "C19H21N3O4",
  "method": "ωB97M-V/def2-TZVPD",
  "lumo_ev": 0.07,
  "largest_force_ev_per_a": 19.25,
  "e_above_lowest_ev": 22.224,
  "species": ["H", "H", "O", "C", "C", "O", "H", "O", "C", "C", "N", "H", "C", "H", "N", "C", "H", "H", "H", "C", "C", "H", "C", "C", "H", "H", "C", "C", "C", "N", "H", "C", "H", "H", "C", "C", "H", "H", "H", "H", "H", "C", "O", "H", "H", "C", "C"],
  "coordinates": [[0.9266, -3.1822, 0.0372], [3.6638, -1.5057, 1.9603], [1.0648, 2.2162, -0.5301], [-7.7200, -0.5873, -0.2904], [-3.6783, 0.2832, 0.0937], [-3.2423, 1.4823, 0.4595], [3.1704, -0.1232, 1.8690], [2.2174, 1.8495, 1.1775], [-1.4895, -0.6235, 0.1338], [3.5014, -0.8430, 1.4256], [-6.8909, -1.2752, -0.5734], [-3.3219, -1.8111, -0.0242], [1.8431, 3.7060, -0.6270], [-5.7504, 1.4816, 1.4970], [2.7598, -1.1795, 0.0118], [-0.5938, 0.2580, 0.2547], [1.0214, 4.0317, -1.3574], [5.2141, -2.7018, -1.2729], [3.2160, 3.1639, -2.1993], [-5.1206, -0.1541, 0.0825], [0.5829, -2.3501, -0.0948], [-5.0740, -1.4721, -1.2873], [1.3887, 1.3741, 0.5885], [3.3077, -2.3059, -0.6316], [4.7078, -0.9003, -1.9231], [4.9512, 0.2363, 0.1781], [1.4060, -0.9623, 0.2311], [-0.9165, -1.9675, -0.1169], [0.6984, 0.2269, 0.2146], [-2.8163, -0.6603, 0.0219], [2.6483, -2.4455, -1.2729], [4.9465, -0.5195, 0.9105], [-1.2002, 1.3348, 0.2716], [3.9099, 2.9671, -0.5831], [-5.6219, -0.9721, -0.7203], [-7.3222, 0.6436, 0.7612], [1.7693, 3.9709, 0.3970], [-8.2392, 1.0752, 1.5159], [-1.3779, -2.9942, -0.0657], [3.4090, -3.0731, 0.1680], [-8.7060, -0.9490, -0.0714], [3.1336, 3.6111, -1.1157], [5.6724, -1.4368, 0.0670], [3.5372, 4.5204, -1.2238], [5.7190, -0.2390, 1.6696], [-6.0489, 0.6633, 0.8361], [4.7438, -1.8619, -0.8524]],
  "nbo_charge": [0.153, 0.151, -0.630, 0.178, 0.633, -0.658, 0.201, -0.551, 0.079, -0.170, -0.420, 0.417, -0.070, 0.243, -0.429, -0.189, 0.226, 0.184, 0.213, -0.123, -0.210, 0.175, 0.803, -0.243, 0.089, 0.184, 0.255, -0.192, -0.184, -0.529, 0.217, -0.092, 0.296, 0.234, 0.022, -0.226, 0.209, 0.240, 0.206, 0.156, 0.150, -0.660, -0.499, 0.227, 0.192, -0.253, -0.004]
}

(5)
{
  "formula": "C19H21N3O4S",
  "method": "ωB97M-V/def2-TZVPD",
  "lumo_ev": 0.13,
  "largest_force_ev_per_a": 1.04,
  "e_above_lowest_ev": 0.941,
  "smiles": "CCn1c(=O)c(=O)n(CC)c2cc(S(=O)(=O)Nc3ccc(C)cc3)ccc21",
  "species": ["N", "C", "H", "H", "C", "H", "H", "H", "S", "C", "H", "C", "C", "H", "C", "C", "C", "C", "C", "C", "O", "N", "C", "H", "H", "H", "O", "C", "C", "H", "O", "H", "H", "H", "C", "O", "H", "H", "H", "C", "H", "H", "C", "N", "H", "H", "C", "C"],
  "coordinates": [[-1.6801, 1.3769, -2.7115], [2.3833, -1.2473, 2.7320], [-4.4711, -3.7588, 1.1886], [1.7178, -1.1030, 4.7707], [-0.4617, 2.0569, -2.8003], [2.8588, -0.6399, 1.9604], [-3.4359, -3.5334, 2.5993], [-1.1515, 3.7381, -1.6818], [-2.5517, 1.2417, -1.2898], [1.8052, 2.1941, -3.5918], [3.4602, 4.7554, -2.2103], [0.5394, 0.2541, 1.1199], [-1.7126, -0.9558, 0.0729], [0.5032, 0.5359, -3.9608], [-2.3755, -3.6616, 0.7318], [0.2913, -1.0900, 1.4134], [1.9652, 3.4388, -2.9981], [-0.3567, -3.7732, 2.0343], [0.6106, 1.5043, -3.4924], [0.9059, -3.1311, 2.5580], [-3.6502, 0.3788, -1.6043], [-1.1544, -3.0221, 1.2079], [-0.3165, 3.3096, -2.2114], [1.4076, 0.7466, 1.5207], [-2.5163, -3.4310, -0.3251], [-2.2124, -4.7367, 0.8390], [-0.6321, -4.9139, 2.3337], [-0.3189, 0.9866, 0.3237], [0.8861, 3.9818, -2.3089], [-0.1326, 2.0264, 0.1159], [-2.8103, 2.5426, -0.7613], [-1.7360, 0.5252, -3.2482], [0.9868, 4.9531, -1.8465], [-2.6083, -1.3628, -0.3624], [-1.4342, 0.3643, -0.2008], [1.6642, -3.7578, 3.2642], [2.6268, 1.7528, -4.1374], [3.0552, -0.0260, 4.3675], [-3.7561, -2.1766, 1.5115], [2.1225, -0.4478, 4.0037], [4.0841, 3.5195, -3.3145], [1.4154, 0.3598, 3.8288], [3.2540, 4.1939, -3.1188], [1.1572, -1.8287, 2.1993], [3.1936, 4.9042, -3.9438], [3.0389, -2.0894, 2.9671], [-0.8714, -1.7049, 0.8953], [-3.5868, -3.2495, 1.5606]],
  "nbo_charge": [-0.845, -0.229, 0.222, 0.224, 0.116, 0.201, 0.220, 0.241, 2.328, -0.186, 0.217, -0.231, -0.240, 0.210, -0.230, 0.149, -0.034, 0.573, -0.242, 0.583, -0.939, -0.415, -0.202, 0.226, 0.201, 0.252, -0.550, -0.194, -0.210, 0.244, -0.922, 0.413, 0.212, 0.253, -0.342, -0.550, 0.211, 0.220, 0.210, -0.618, 0.215, 0.207, -0.625, -0.404, 0.222, 0.252, 0.205, -0.618]
}